A 9-piece molecular cluster, C4H24NO10 overall in a non-equilibrium geometry. Source: the Open Molecules 2025 dataset; level of theory: ωB97M-V/def2-TZVPD.

Element x y z (Å)
C  -1.0090  0.2499  3.5127
O  0.2987  0.1118  4.0826
C  -1.1282  -0.1691  2.0725
C  -0.5815  0.8430  1.0905
C  -0.5293  0.3451  -0.3332
N  0.3689  0.8500  -1.1119
O  -1.4117  -0.5152  -0.7071
H  -1.7080  -0.2778  4.1633
H  -1.2186  1.3231  3.6162
H  -0.6492  -1.1614  1.9962
H  -2.0975  -0.4961  1.6987
H  -1.3233  1.6542  1.0559
H  0.3661  1.3112  1.3510
H  0.3733  0.5601  -2.0738
H  1.8950  1.9074  -0.7575
H  -4.2503  -0.3204  0.0794
H  -3.6453  -0.8983  1.2852
O  -4.5014  -0.8615  0.8408
H  -0.7718  -0.5596  -3.6920
H  -1.7039  0.0789  -2.5791
O  -1.3294  0.1826  -3.4691
H  -1.3595  2.5940  -1.4544
H  -0.7591  3.6944  -2.2601
O  -1.5452  3.4953  -1.7441
H  -1.0201  -2.3971  -0.6515
H  -1.4374  -3.3937  -1.7409
O  -0.6625  -3.0320  -1.3104
H  0.9724  -2.7940  -0.2263
H  2.1707  -3.7206  -0.4771
O  1.7672  -3.1609  0.1885
H  3.0868  1.9952  -2.6762
H  1.7388  1.7807  -3.3916
O  2.6684  1.8323  -3.5356
H  4.1048  -1.7099  1.0370
H  3.8989  -1.2719  2.4310
O  4.1468  -0.9139  1.5712
H  0.9490  0.0324  3.3789
H  2.9408  0.9397  -0.5232
O  2.8955  1.8719  -0.7366

Cartesian forces (eV/Å) of the 6 atoms listed first:
C -0.3 1.1 0.5
O 0.0 -0.5 -0.1
C 0.8 -1.4 -0.3
C -0.5 0.4 -0.3
C -0.4 -1.0 -1.2
N 1.1 1.5 0.8

As for the charge: -1. For the highest occupied orbital energy, the calculation gives -5.8 eV.



A 2-piece molecular cluster, C5H8NO overall in a non-equilibrium geometry. Source: the Open Molecules 2025 dataset; level of theory: ωB97M-V/def2-TZVPD.

Element x y z (Å)
C  2.4395  -1.5404  -0.0980
C  0.2657  -0.2236  1.2282
C  -0.4874  0.3193  0.2000
C  -1.5268  -0.4591  -0.2609
C  -0.2797  1.5828  -0.4772
N  2.8570  -2.6144  -0.2929
O  1.8387  -0.5440  0.0094
H  0.8806  0.3341  2.0192
H  0.2666  -1.3344  1.3528
H  3.7299  -3.1941  -0.4759
H  -2.1573  0.0037  -1.0901
H  -1.8146  -1.4371  0.0902
H  -0.0577  2.3905  0.2117
H  -1.2271  1.7649  -1.0692
H  0.5871  1.4755  -1.3088

Cartesian forces (eV/Å) of the 6 atoms listed first:
C 0.5 -1.1 -0.6
C 2.0 -1.1 1.6
C -2.3 -1.7 -0.7
C -0.1 1.2 -0.9
C 0.9 1.1 -2.9
N 2.4 -2.2 -0.5

As for the charge: +1. For the highest occupied orbital energy (spin up / spin down), the calculation gives -14.8 / -14.8 eV.



A 2-piece molecular cluster, C4H11NO overall in a non-equilibrium geometry. Source: the Open Molecules 2025 dataset; level of theory: ωB97M-V/def2-TZVPD.

Element x y z (Å)
C  -1.3576  -1.7695  -1.8966
C  -0.0609  -2.0428  -2.6788
H  -1.2084  -0.9083  -1.2333
H  -2.0382  -1.3422  -2.6335
H  -1.6358  -2.5846  -1.2389
H  0.0745  -3.0774  -2.9890
H  0.8106  -1.9247  -2.0194
H  0.0865  -1.3601  -3.5088
C  -0.3988  1.4265  2.3637
C  0.3656  1.1094  1.1239
O  0.3138  1.7747  0.1096
N  1.3021  0.1154  1.2275
H  -0.0047  0.9758  3.2691
H  -1.4545  1.1388  2.3068
H  1.6597  -0.2642  0.3756
H  1.3441  -0.4998  2.0194
H  -0.4938  2.5056  2.4910

Cartesian forces (eV/Å) of the 6 atoms listed first:
C 1.1 1.4 -0.4
C 0.8 -0.3 1.2
H 0.2 -0.1 0.0
H -0.9 -0.9 0.3
H -0.6 -0.2 -0.5
H -0.5 0.0 -0.5

For the highest occupied orbital energy, the calculation gives -9.9 eV. Its structure (SMILES) is CC(N)=O.CC.



A 2-piece molecular cluster, C5H15N2 overall in a non-equilibrium geometry. Source: the Open Molecules 2025 dataset; level of theory: ωB97M-V/def2-TZVPD.

Element x y z (Å)
C  -1.7902  -2.0508  -1.4712
C  -0.5702  -1.4464  -0.8016
C  -0.6980  -1.3353  0.7248
C  0.3307  -0.4009  1.3559
C  0.0094  1.1676  1.2011
N  1.1879  1.8676  1.0862
N  1.4008  1.8438  -1.6705
H  -2.7040  -1.4708  -1.3226
H  -1.9930  -3.0542  -1.0960
H  -1.6315  -2.1864  -2.5419
H  -0.3363  -0.4649  -1.1992
H  -0.5631  -2.3221  1.1774
H  -1.7125  -1.0121  0.9806
H  1.3126  -0.5009  0.8843
H  0.4732  -0.5579  2.4265
H  -0.6520  1.2639  0.3081
H  -0.5645  1.5000  2.0777
H  1.2131  2.6892  1.7152
H  1.3823  1.9360  -0.6462
H  2.3843  1.7390  -1.9261
H  1.0732  2.6842  -2.1479
H  0.2849  -2.0803  -1.0373

Cartesian forces (eV/Å) of the 6 atoms listed first:
C -0.3 -0.3 -0.1
C 0.0 -0.3 0.4
C -0.2 0.4 -0.3
C 0.8 -0.7 -0.8
C 0.1 1.1 2.1
N -0.8 -0.6 -0.2

As for the charge: +1. For the highest occupied orbital energy, the calculation gives -14.4 eV.



One molecule with the formula C6H9N in a non-equilibrium geometry. Source: the Open Molecules 2025 dataset; level of theory: ωB97M-V/def2-TZVPD.

Element x y z (Å)
C  -1.7403  0.4797  -0.6092
C  -0.4464  -0.1484  -0.2184
C  -0.2858  -1.4674  0.4643
C  0.1674  -0.2130  1.1536
C  1.5112  0.3575  0.6769
N  1.9601  -0.3551  -0.4614
C  0.8338  0.3960  -0.8864
H  -1.6456  1.5724  -0.5730
H  -2.5394  0.1794  0.0740
H  -2.0174  0.1991  -1.6307
H  -1.2208  -1.8605  0.8661
H  0.4154  -2.2227  0.1229
H  -0.2757  0.1410  2.0733
H  1.5130  1.4997  0.5746
H  2.8496  -0.0954  -0.8454
H  0.9209  1.5377  -0.7811

Cartesian forces (eV/Å) of the 6 atoms listed first:
C -0.1 0.0 0.0
C -0.3 0.1 0.1
C 0.1 -0.1 -0.1
C -0.2 0.2 0.3
C -0.5 1.1 -0.6
N 0.3 0.0 -0.1

For the highest occupied orbital energy, the calculation gives -7.7 eV. Its structure (SMILES) is C[C@]12C[C@H]1[C@H]1N[C@H]12.



C44H34IN4OPS2Ti as an isolated structure. Source: the Open Molecules 2025 dataset; level of theory: ωB97M-V/def2-TZVPD.

Element x y z (Å)
Ti  -0.3839  0.0302  0.0808
C  2.4182  0.4199  -1.4740
C  1.8000  0.9950  -0.2262
N  1.6666  0.1792  0.7985
N  1.6152  0.7602  2.0646
C  0.7394  0.2521  2.8499
S  -0.5390  -0.8591  2.3889
S  0.6989  0.6727  4.5516
C  2.2082  1.6714  4.7560
C  1.9642  3.1540  4.7449
C  1.8768  3.8623  3.5489
C  1.6612  5.2325  3.5655
C  1.5182  5.9090  4.7695
C  1.5940  5.2082  5.9638
C  1.8178  3.8390  5.9472
C  1.5588  2.4502  -0.1470
C  2.5021  3.3954  -0.5437
C  2.2142  4.7486  -0.4907
C  0.9545  5.1575  -0.0585
C  -0.0037  4.2368  0.3219
C  0.2779  2.8623  0.2870
O  -0.6517  1.9689  0.5736
H  3.4777  0.6949  -1.5030
H  2.3653  -0.6684  -1.4614
H  1.9549  0.8080  -2.3811
H  2.6216  1.3640  5.7166
H  2.8902  1.3676  3.9641
H  1.9714  3.3336  2.6083
H  1.5998  5.7699  2.6279
H  1.3492  6.9785  4.7761
H  1.4855  5.7263  6.9083
H  1.8842  3.2934  6.8821
H  3.4776  3.0650  -0.8823
H  2.9571  5.4775  -0.7857
H  0.7177  6.2146  -0.0274
H  -0.9887  4.5454  0.6498
I  -1.2294  1.4405  -2.4407
C  -2.3838  0.0621  -3.5172
C  -1.9891  -0.0896  -4.8197
C  -2.7112  -0.9005  -5.7130
C  -3.8580  -1.4892  -5.2828
C  -4.3001  -1.3410  -3.9452
C  -5.5390  -1.9235  -3.5859
C  -6.0198  -1.8041  -2.3204
C  -5.2224  -1.1810  -1.3455
C  -3.9931  -0.6290  -1.6187
P  -3.0161  -0.1604  -0.1111
C  -3.7660  1.4017  0.4367
C  -4.7144  2.0862  -0.3163
C  -5.2086  3.3073  0.1252
C  -4.7677  3.8406  1.3264
C  -3.8201  3.1601  2.0813
C  -3.3077  1.9547  1.6334
C  -3.6177  -1.4090  1.0830
C  -4.4764  -1.1317  2.1388
C  -4.8336  -2.1357  3.0312
C  -4.3427  -3.4210  2.8721
C  -3.4853  -3.7064  1.8163
C  -3.1203  -2.7044  0.9344
C  -3.5329  -0.6126  -2.9849
H  -1.1131  0.4351  -5.1762
H  -2.3631  -1.0244  -6.7289
H  -4.4602  -2.0866  -5.9555
H  -6.0968  -2.4525  -4.3486
H  -6.9793  -2.2202  -2.0445
H  -5.5828  -1.1774  -0.3252
H  -5.0713  1.6746  -1.2523
H  -5.9413  3.8366  -0.4704
H  -5.1574  4.7892  1.6736
H  -3.4613  3.5772  3.0134
H  -2.5387  1.4474  2.2049
H  -4.8643  -0.1303  2.2757
H  -5.4956  -1.9055  3.8559
H  -4.6195  -4.1988  3.5718
H  -3.0922  -4.7070  1.6892
H  -2.4398  -2.9297  0.1199
N  -1.3500  -4.3843  -4.8882
C  -0.8950  -4.0911  -3.8751
C  -0.3222  -3.7180  -2.6107
C  0.4329  -4.6100  -1.8551
C  0.9464  -4.1677  -0.6505
C  0.6917  -2.8701  -0.2380
N  -0.0499  -2.0147  -0.9594
C  -0.5370  -2.4347  -2.1258
H  0.6081  -5.6165  -2.2098
H  1.5431  -4.8168  -0.0259
H  1.0742  -2.4847  0.6985
H  -1.1297  -1.7331  -2.6947

Cartesian forces (eV/Å) of the 6 atoms listed first:
Ti -0.5 -0.1 -0.1
C 0.0 0.0 0.0
C 0.1 0.0 0.0
N 0.2 0.0 0.0
N 0.1 0.0 0.0
C -0.1 -0.1 0.0

As for the expectation value of S²: 2.010. For the highest occupied orbital energy (spin up / spin down), the calculation gives -6.5 / -7.4 eV. The spin multiplicity is 3.